Entry 1:
DFT (wB97M-V/def2-TZVPD) results for a structure of composition C10H25IrN3S3 at a distorted geometry.

The geometry in XYZ format:
```
42
Properties=species:S:1:pos:R:3:mulliken_charge:R:1
Ir -0.63337 0.10306 -0.47814 1.1553
N -1.57056 0.30671 1.46003 -0.5086
C -2.29682 -0.97019 1.70374 -0.5596
C -3.31038 -1.14790 0.59967 -0.6648
N -2.63490 -0.80475 -0.69327 -0.4580
C -2.70964 -1.80789 -1.80138 -0.5669
C -1.38277 -1.83592 -2.53616 -0.5404
N -0.76479 -0.47633 -2.51089 -0.6095
H -0.90977 0.47851 2.21721 0.1308
H -2.22328 1.09371 1.48172 0.3987
H -2.76656 -0.97811 2.68764 0.4953
H -1.56794 -1.78081 1.66796 0.2671
H -4.17968 -0.50574 0.74548 0.4049
H -3.66014 -2.17785 0.59003 0.3579
H -3.02334 0.07567 -1.03853 0.5401
H -3.54002 -1.55931 -2.46273 0.4045
H -2.90997 -2.79797 -1.39853 0.3463
H -1.50610 -2.18461 -3.56168 0.4999
H -0.69201 -2.51329 -2.03481 0.3003
H -1.32796 0.19877 -3.03157 0.3895
H 0.12002 -0.52072 -3.01296 0.2390
C 2.68083 -0.17920 1.92382 -0.7223
C 2.10663 -1.35777 1.15188 -0.8501
S 1.33100 -1.07526 -0.48307 0.0710
C 2.41640 0.03456 -1.40976 -1.0034
C 2.38402 1.47566 -0.99945 -0.5736
S 0.67637 2.03935 -0.72903 0.0357
C 0.90327 3.09016 0.75657 -0.6940
C 1.81069 2.57531 1.87981 -0.8457
S 1.34719 0.92723 2.42722 -0.0843
H 3.44382 0.34508 1.35283 0.4505
H 3.16081 -0.55396 2.82814 0.5106
H 1.32648 -1.86897 1.72102 0.4245
H 2.87744 -2.10360 0.92775 0.5577
H 2.07297 -0.08697 -2.43879 0.3306
H 3.43178 -0.37110 -1.38014 0.5745
H 2.79895 2.08154 -1.80804 0.6089
H 2.96358 1.68762 -0.11059 0.2091
H -0.11136 3.29177 1.10357 0.4695
H 1.29767 4.02758 0.35198 0.5179
H 1.70936 3.23759 2.73963 0.4708
H 2.86207 2.58835 1.60182 0.5202
```

Calculated values
LUMO energy (eV): -12.37
Multiplicity: 1
Electronic energy (eV): -50563.3503
Strongest force on any atom (eV/A): 1.6
Net charge: +3

***

Entry 2:
DFT (wB97M-V/def2-TZVPD) results for the ion C4H10NO2 with charge +1 at a distorted geometry.

The geometry in XYZ format:
```
17
Properties=species:S:1:pos:R:3:mulliken_charge:R:1
C -0.76871 -1.65695 0.19206 -0.8955
N -0.07061 -0.41210 0.62244 -0.0274
C -0.78387 0.86420 0.40301 -0.5782
C -0.32816 1.38269 -1.01468 -0.4103
O 0.82386 0.65581 -1.26806 -0.3973
C 1.20655 -0.17881 -0.14769 0.2907
O 2.02407 0.46041 0.68972 -0.4931
H -1.19849 -1.76374 -0.82545 0.3368
H -0.05030 -2.47437 0.33532 0.4037
H -1.54626 -1.77114 0.98043 0.3853
H 0.26893 -0.53696 1.56000 0.3369
H -0.58942 1.53572 1.22221 0.3936
H -1.91394 0.73989 0.29581 0.3140
H -1.12869 1.11857 -1.71168 0.3005
H -0.13432 2.41165 -1.11474 0.3345
H 1.36853 -1.19288 -0.50726 0.3247
H 2.82084 0.81802 0.28857 0.3809
```

Calculated values
SMILES: C[N@@H+]1CCO[C@H]1O
LUMO energy (eV): -3.08
Multiplicity: 1
Energy above the lowest of the compared OMol25 structures with the same formula, charge and spin (kcal per mole): 48.6
Electronic energy (eV): -9887.4791
Strongest force on any atom (eV/A): 3.2
Net charge: +1

***

Entry 3:
DFT (wB97M-V/def2-TZVPD) results for a structure of composition C25H28BrCl5InN8O11S2 at a distorted geometry.

The geometry in XYZ format:
```
81
Properties=species:S:1:pos:R:3:mulliken_charge:R:1
In 0.05390 0.25430 0.31479 1.3574
O -0.16231 -0.59406 -3.45615 -0.8604
S -0.45190 -0.51283 -2.05066 0.9935
O -1.65948 -1.16516 -1.61926 -0.6547
O 0.72968 -1.01031 -1.22393 -0.4556
O -0.52213 0.95038 -1.63009 -0.6905
Cl -6.59017 1.86355 3.18947 -0.2290
C -5.16362 1.15303 2.55608 0.3630
C -4.23390 1.92910 1.87415 -0.0374
Cl -4.53135 3.60193 1.67507 -0.2243
C -3.06380 1.37369 1.37902 1.2306
Cl -1.94558 2.32790 0.52151 -0.1034
C -2.74411 0.00767 1.57083 -1.1708
O -1.64406 -0.55632 1.23765 -0.3182
C -3.72518 -0.75433 2.25997 0.2981
Cl -3.37072 -2.41455 2.50850 -0.1996
C -4.90290 -0.20239 2.73283 0.1440
Cl -6.03189 -1.18194 3.56989 -0.2145
C 3.99451 3.38416 2.56284 -1.2060
N 3.14103 3.02425 1.45627 0.2124
C 3.64810 3.37078 0.14548 0.0521
C 2.06537 2.21985 1.60830 0.7745
N 1.15291 2.07472 0.71151 -0.1546
N 1.94943 1.64100 2.85553 -0.0538
C 0.82133 0.97264 3.31132 -0.0593
N 1.10089 0.02096 4.27294 -0.5999
N -0.33288 1.38117 2.99070 -0.4297
H 4.87243 2.73075 2.61488 0.3189
H 3.43709 3.33839 3.49700 0.3812
H 4.33486 4.41149 2.42159 0.4015
H 4.73410 3.26259 0.15532 0.4626
H 3.39156 4.40460 -0.11384 0.2495
H 3.25486 2.67919 -0.60453 -0.3955
H 1.32471 2.54283 -0.16623 -0.1489
H 2.81613 1.25513 3.20517 0.3869
H 1.98217 -0.46289 4.16347 0.2986
H 0.34167 -0.63047 4.41226 0.2618
H -1.07407 0.85744 3.44333 0.1695
C 5.92698 2.37117 -4.11018 -1.4169
C 4.55176 2.89668 -4.45492 0.4737
S 3.99565 2.02507 -5.96640 1.2117
O 4.30333 0.63248 -5.84497 -0.5862
O 4.57243 2.73605 -7.08167 -0.7812
C 2.17383 2.27164 -6.07157 -0.9791
C 1.39160 1.17266 -5.36352 -1.1334
N 1.89484 0.95034 -4.03598 1.8927
C 1.78863 1.78982 -2.98999 -0.6562
N 2.44668 1.34038 -1.93302 0.7375
C 2.95735 0.14556 -2.28069 -1.5292
C 2.62935 -0.13018 -3.59270 -0.2909
N 2.94009 -1.28714 -4.32327 1.3454
O 2.40149 -1.50625 -5.39046 -0.7203
O 3.76751 -2.02576 -3.81854 -0.7389
C 1.03563 3.07095 -2.98006 -2.1426
H 6.32002 2.86331 -3.22366 0.3826
H 6.60466 2.53584 -4.94362 0.3983
H 5.87007 1.30117 -3.92859 0.3548
H 4.55880 3.95346 -4.70638 0.5404
H 3.83653 2.69418 -3.66716 -0.4611
H 1.94509 2.27837 -7.13289 0.6003
H 2.01703 3.26490 -5.65726 0.3462
H 1.49530 0.23013 -5.90361 0.5712
H 0.32531 1.40665 -5.29387 0.3588
H 3.51432 -0.44515 -1.57880 0.9160
H 0.64166 3.31711 -3.95951 0.6248
H 1.65815 3.88930 -2.61667 0.1659
H 0.19251 2.92459 -2.30072 0.1230
Br 0.55956 -3.68294 1.11942 -0.1377
C 2.42501 -3.59588 1.49947 0.1987
C 3.13862 -4.78073 1.66196 -0.6625
C 4.49661 -4.74244 1.92244 -0.5203
C 5.15752 -3.52806 2.02362 -0.7758
C 4.44699 -2.35648 1.86083 -0.2870
C 3.08165 -2.37474 1.59349 0.0212
C 2.41259 -1.04630 1.35500 0.7117
O 3.11081 -0.11088 0.96917 -0.5796
O 1.18676 -0.96318 1.67091 -0.3115
H 2.61832 -5.72200 1.58470 0.4328
H 5.04381 -5.66542 2.04763 0.3723
H 6.21886 -3.48987 2.22089 0.3981
H 4.92924 -1.39228 1.91502 0.3827
```

Calculated values
LUMO energy (eV): 1.89
Multiplicity: 1
Energy above the lowest of the compared OMol25 structures with the same formula, charge and spin (kcal per mole): 60.0
Electronic energy (eV): -220324.5596
Strongest force on any atom (eV/A): 2.2
Net charge: -1

***

Entry 4:
DFT (wB97M-V/def2-TZVPD) results for a structure of composition C31H52AlBNO19S at a distorted geometry.

The geometry in XYZ format:
```
106
Properties=species:S:1:pos:R:3:mulliken_charge:R:1
C 5.51300 0.56918 -0.65302 -1.0722
C 3.90530 0.56097 -0.72921 -0.3172
C 3.33349 -0.60759 -1.72960 0.0929
C 2.61492 -1.73185 -0.82782 -0.5744
Al 1.06413 -2.71896 -1.78628 0.0386
C -0.29434 -3.21423 -0.36370 -0.0424
C -1.79535 -2.67349 -0.55746 -0.1369
C -2.30729 -1.80393 0.73886 0.1520
C -3.09230 -0.50887 0.14933 0.2616
O -2.68424 0.61904 0.56902 -0.6324
O -4.14736 -0.70521 -0.78608 -0.3572
C -4.03807 0.16614 -1.93918 0.5168
C -5.55488 0.47684 -2.45379 -1.3126
N 1.86301 -4.40604 -2.40982 -0.3835
C 2.79722 -4.10194 -3.22128 0.2789
S 4.13591 -4.02055 -4.23438 -0.3442
B 0.36250 -1.75998 -3.47118 0.6877
O 1.37873 -1.32460 -4.44964 -0.7622
O -1.01524 -1.48358 -3.84860 -0.6905
H 5.99780 1.04328 -1.58742 0.2637
H 5.92340 1.09745 0.29278 0.3013
H 5.90329 -0.52195 -0.60230 0.2727
H 3.59187 1.60119 -1.14166 0.1845
H 3.46181 0.49665 0.32291 0.2893
H 2.64701 -0.07382 -2.46816 -0.1581
H 4.26700 -1.07977 -2.21564 0.2483
H 3.36782 -2.54355 -0.50683 0.1627
H 2.14415 -1.22832 0.10732 0.1771
H 0.10066 -2.80559 0.66052 -0.3731
H -0.32085 -4.36210 -0.23576 0.3131
H -1.97366 -1.99914 -1.45967 0.0467
H -2.48780 -3.60250 -0.58225 0.1592
H -2.98523 -2.42119 1.42861 0.3154
H -1.40245 -1.41688 1.33723 0.0213
H -3.57076 1.18527 -1.73001 -0.0297
H -3.49738 -0.30507 -2.83722 0.0176
H -5.53608 1.14368 -3.39916 0.3318
H -6.10659 1.04424 -1.61674 0.3288
H -6.11292 -0.48913 -2.69836 0.3211
H 1.29930 -0.33669 -4.50584 0.2638
H -1.33001 -0.68388 -3.35049 0.1462
C -0.66928 5.02577 0.02495 -1.5627
C -1.08886 4.42637 -1.29887 0.7033
C -2.02335 3.26135 -1.16125 -0.4431
O -1.74699 2.50868 -2.33748 -0.2471
C -0.45350 2.77656 -2.67451 0.5005
O 0.17926 2.15634 -3.48167 -0.5791
O 0.02642 3.84072 -1.96912 -0.3467
H -1.53394 5.32856 0.61521 0.3207
H -0.07096 4.31795 0.60612 0.4350
H -0.03816 5.90356 -0.14176 0.3390
H -1.50831 5.20233 -1.94936 0.2087
H -3.07042 3.56963 -1.13361 0.3953
H -1.81425 2.63335 -0.29033 0.2986
C -0.66622 10.21076 -1.71773 -1.4259
C -1.91886 9.75403 -1.00119 0.4731
C -1.98481 10.19160 0.43280 -0.5145
O -2.78634 9.17707 1.02412 -0.3254
C -2.59280 8.04911 0.28314 0.6083
O -2.93893 6.95195 0.61469 -0.5363
O -1.94826 8.33408 -0.88444 -0.2464
H -0.55341 11.29634 -1.66874 0.3791
H 0.22443 9.74021 -1.29191 0.3498
H -0.70321 9.91306 -2.76896 0.3534
H -2.80896 10.06855 -1.55723 0.2460
H -2.45137 11.17192 0.54748 0.3155
H -1.01059 10.19990 0.93209 0.3136
C -0.97796 -0.55155 6.27221 -1.5090
C -1.40662 -1.13578 4.94383 0.6708
C -2.34686 -2.29815 5.07333 -0.5016
O -2.07927 -3.03928 3.89027 -0.3284
C -0.78415 -2.77366 3.54982 0.6606
O -0.15990 -3.38629 2.73515 -0.5359
O -0.29765 -1.71819 4.26508 -0.3312
H -1.84003 -0.24942 6.87149 0.3881
H -0.38037 -1.26688 6.84469 0.2363
H -0.34361 0.32445 6.11113 0.3890
H -1.82525 -0.35198 4.30267 0.2410
H -3.39243 -1.98547 5.10819 0.3291
H -2.13638 -2.93588 5.93815 0.3131
C 4.03745 -3.40194 6.87324 -1.4683
C 3.40996 -2.20901 7.56167 0.5686
C 4.04289 -1.87612 8.88015 -0.5073
O 2.97366 -1.26058 9.58485 -0.3191
C 1.82093 -1.78943 9.08373 0.6476
O 0.73729 -1.66070 9.58902 -0.5469
O 2.06198 -2.48891 7.93472 -0.3336
H 5.11110 -3.25930 6.73029 0.3776
H 3.87274 -4.31869 7.44659 0.3643
H 3.57531 -3.55904 5.89511 0.3532
H 3.40454 -1.34390 6.88958 0.2489
H 4.88533 -1.18977 8.77537 0.3238
H 4.36846 -2.75688 9.44304 0.2995
C 0.74641 -4.97315 -5.68145 -1.3419
C 0.30586 -5.54073 -7.01338 0.4063
C -0.64271 -6.69586 -6.88939 -0.4669
O -0.38865 -7.42825 -8.08264 -0.3430
C 0.90536 -7.16988 -8.42781 0.6108
O 1.52174 -7.78256 -9.25447 -0.5631
O 1.40617 -6.12791 -7.70739 -0.3206
H -0.11070 -4.67024 -5.07518 0.3366
H 1.34048 -5.69956 -5.12021 0.3759
H 1.38698 -4.10098 -5.83600 0.3502
H -0.10968 -4.74686 -7.64416 0.2787
H -1.68522 -6.37484 -6.84471 0.3168
H -0.43213 -7.34364 -6.03251 0.3112
```

Calculated values
LUMO energy (eV): 1.49
Multiplicity: 1
Electronic energy (eV): -91494.5311
Strongest force on any atom (eV/A): 7.2
Net charge: -1